*a*
Below is a single C3H5F3S molecule, with properties calculated with the ωB97M-V functional and the def2-TZVPD basis.

Summary:
- Frontier orbital gap: 10.813 eV
- Multiplicity: 1
- SMILES: C[C@@](F)(S)C(F)F

Atoms and positions in Å:
C1 0.95 -0.36 0.22
C2 -0.30 0.44 0.38
F1 -0.20 0.82 1.97
S1 -0.51 1.98 -0.46
C3 -1.61 -0.41 0.30
F2 -1.55 -1.43 1.23
F3 -2.65 0.34 0.73
H1 1.29 -0.63 -0.79
H2 1.71 0.34 0.75
H3 0.78 -1.28 0.83
H4 -1.19 2.54 0.44
H5 -1.91 -0.81 -0.78


*b*
Below is 2 unconnected molecules or ions with the total composition C3H5F3S, with properties calculated with the ωB97M-V functional and the def2-TZVPD basis.

Summary:
- Frontier orbital gap: 9.485 eV
- Multiplicity: 1
- SMILES: CC(S)=C(F)F.F

Atoms and positions in Å:
C1 1.15 -0.70 -0.54
C2 -0.02 0.16 -0.25
S1 0.03 1.72 -0.96
C3 -1.24 -0.37 0.24
F1 -2.54 0.24 0.03
F2 -1.45 -1.69 0.53
H1 2.17 -0.26 -0.39
H2 0.95 -1.64 0.00
H3 1.27 -0.84 -1.69
H4 -1.33 1.83 -1.15
F3 0.90 0.75 2.26
H5 0.12 0.80 1.93


Which of them is the most stable, and which is the least stable? *a* and *b*, in that order.


*a*
Below is 8 unconnected molecules or ions with the total composition C10H26Cl4N6O12, with properties calculated with the ωB97M-V functional and the def2-TZVPD basis.

Summary:
- Frontier orbital gap: 10.387 eV
- Multiplicity: 1
- SMILES: C[N+](=O)[O-].C[N+](=O)[O-].C[N+](=O)[O-].C[N+](=O)[O-].C[N+](=O)[O-].C[N+](=O)[O-].ClCCCl.ClCCCl

Atoms and positions in Å:
C1 0.21 3.32 -3.55
N1 -0.46 2.07 -3.81
O1 0.09 1.28 -4.59
O2 -1.56 1.88 -3.43
H1 0.02 3.49 -2.48
H2 -0.16 4.16 -4.14
H3 1.24 3.05 -3.77
C2 0.09 -2.00 -5.22
N2 1.16 -1.70 -4.17
O3 2.32 -2.10 -4.49
O4 0.78 -1.12 -3.14
H4 -0.04 -1.23 -5.98
H5 -0.86 -2.26 -4.75
H6 0.52 -2.87 -5.70
C3 -2.31 4.74 2.07
N3 -2.15 3.94 3.33
O5 -2.52 2.78 3.28
O6 -1.69 4.47 4.38
H7 -3.10 4.19 1.55
H8 -1.49 4.46 1.41
H9 -2.51 5.80 2.21
C4 0.98 2.10 5.61
N4 0.20 0.85 5.10
O7 0.03 -0.03 5.96
O8 -0.11 0.76 3.92
H10 0.85 2.86 4.84
H11 2.00 1.77 5.81
H12 0.42 2.44 6.47
C5 -3.53 -1.83 1.19
N5 -4.06 -0.69 0.44
O9 -5.00 -0.11 0.86
O10 -3.49 -0.46 -0.63
H13 -3.02 -1.35 2.02
H14 -2.77 -2.41 0.66
H15 -4.43 -2.35 1.53
C6 3.75 -1.00 1.41
N6 3.92 -0.10 0.22
O11 4.92 -0.16 -0.37
O12 3.00 0.69 -0.03
H16 2.78 -1.49 1.41
H17 3.80 -0.42 2.34
H18 4.42 -1.85 1.48
Cl1 -0.37 2.13 -0.36
C7 -0.51 0.87 0.94
C8 -0.10 -0.43 0.19
Cl2 -0.27 -1.79 1.29
H19 -1.43 0.92 1.53
H20 0.29 1.14 1.63
H21 0.96 -0.43 -0.05
H22 -0.75 -0.54 -0.68
Cl3 1.24 -6.41 -1.37
C9 1.74 -4.88 -2.18
C10 1.05 -3.78 -1.36
Cl4 -0.77 -3.83 -1.52
H23 1.26 -4.90 -3.16
H24 2.82 -4.89 -2.33
H25 1.39 -2.76 -1.53
H26 1.23 -3.99 -0.30


*b*
Below is 8 unconnected molecules or ions with the total composition C10H26Cl4N6O12, with properties calculated with the ωB97M-V functional and the def2-TZVPD basis.

Summary:
- Frontier orbital gap: 10.151 eV
- Multiplicity: 1
- SMILES: C[N+](=O)[O-].C[N+](=O)[O-].C[N+](=O)[O-].C[N+](=O)[O-].C[N+](=O)[O-].C[N+](=O)[O-].ClCCCl.ClCCCl

Atoms and positions in Å:
C1 -1.30 -2.89 -2.50
N1 -0.34 -2.10 -3.33
O1 0.60 -2.72 -3.78
O2 -0.54 -0.91 -3.46
H1 -1.84 -3.52 -3.21
H2 -1.97 -2.20 -1.99
H3 -0.77 -3.47 -1.75
C2 2.56 -0.40 -3.76
N2 3.89 0.21 -3.92
O3 4.43 0.71 -2.97
O4 4.38 0.18 -5.04
H4 2.62 -1.49 -3.72
H5 1.97 -0.15 -4.64
H6 2.17 0.03 -2.85
C3 0.03 0.51 6.00
N3 0.15 0.66 4.51
O5 -0.29 1.71 4.09
O6 0.55 -0.26 3.83
H7 0.65 -0.34 6.30
H8 -1.01 0.27 6.16
H9 0.42 1.43 6.41
C4 -1.13 -3.49 2.54
N4 -2.59 -3.43 2.28
O7 -3.02 -2.44 1.70
O8 -3.28 -4.39 2.56
H10 -0.87 -4.47 2.93
H11 -0.92 -2.61 3.15
H12 -0.51 -3.37 1.66
C5 1.01 3.55 -4.21
N5 -0.05 4.47 -3.71
O9 -0.15 5.59 -4.16
O10 -0.86 3.94 -2.98
H13 1.70 4.16 -4.80
H14 0.53 2.78 -4.80
H15 1.54 3.14 -3.36
C6 3.57 -1.02 1.39
N6 4.10 -0.32 0.20
O11 3.52 0.66 -0.18
O12 5.15 -0.74 -0.21
H16 3.62 -2.09 1.28
H17 2.51 -0.77 1.52
H18 4.01 -0.61 2.29
Cl1 0.77 2.98 -0.07
C7 0.64 1.31 -0.64
C8 -0.01 0.54 0.48
Cl2 -0.22 -1.20 0.10
H19 1.67 0.98 -0.69
H20 0.05 1.33 -1.55
H21 -0.95 0.88 0.91
H22 0.60 0.59 1.39
Cl3 -5.27 1.14 3.81
C9 -4.75 0.45 2.23
C10 -4.56 1.58 1.26
Cl4 -3.03 2.43 1.58
H23 -5.51 -0.25 1.89
H24 -3.82 -0.09 2.40
H25 -5.37 2.31 1.18
H26 -4.51 1.21 0.23


Which of them is the most stable, and which is the least stable? *b* and *a*, in that order.


*a*
Below is 2 unconnected molecules or ions with the total composition C4H10N, with properties calculated with the ωB97M-V functional and the def2-TZVPD basis.

Summary:
- Frontier orbital gap: 7.178 eV
- Multiplicity: 1
- Charge: +1

Atoms and positions in Å:
C1 -1.75 -2.04 -0.51
N1 -0.50 -2.28 -0.60
H1 -2.25 -2.29 0.42
H2 -2.27 -1.61 -1.37
H3 0.01 -2.09 -1.46
H4 0.02 -2.60 0.21
C2 0.84 2.07 -0.58
C3 0.39 0.99 0.38
C4 0.95 0.80 1.57
H5 -0.03 2.39 -1.16
H6 1.14 2.95 -0.02
H7 1.63 1.72 -1.25
H8 -0.55 0.49 0.18
H9 0.57 0.10 2.31
H10 1.79 1.41 1.88


*b*
Below is 2 unconnected molecules or ions with the total composition C4H10N, with properties calculated with the ωB97M-V functional and the def2-TZVPD basis.

Summary:
- Frontier orbital gap: 7.464 eV
- Multiplicity: 1
- Charge: +1

Atoms and positions in Å:
C1 -2.31 -0.26 -0.50
N1 -1.44 0.66 -0.71
H1 -3.36 -0.04 -0.68
H2 -1.90 -1.25 -0.37
H3 -0.66 0.80 -0.04
H4 -1.76 1.55 -1.10
C2 1.17 -0.84 -0.64
C3 1.18 -0.40 0.81
C4 1.59 0.77 1.27
H5 2.17 -1.10 -1.00
H6 0.85 -0.02 -1.28
H7 0.51 -1.70 -0.71
H8 0.93 -1.18 1.53
H9 1.50 1.03 2.32
H10 2.12 1.48 0.63


Which of them is the most stable, and which is the least stable? *a* and *b*, in that order.


*a*
Below is a gas-phase ion, C4H10N (charge +1), with properties calculated with the ωB97M-V functional and the def2-TZVPD basis.

Summary:
- Frontier orbital gap: 10.689 eV
- Multiplicity: 1
- SMILES: CC/C=C/[NH3+]
- Charge: +1

Atoms and positions in Å:
C1 0.48 -2.11 0.14
C2 -0.24 -1.27 -0.88
C3 -0.11 0.24 -0.79
C4 -0.38 0.80 0.40
N1 0.07 2.24 0.82
H1 1.47 -1.68 0.45
H2 0.04 -2.28 1.23
H3 0.67 -3.16 -0.07
H4 0.04 -1.61 -1.96
H5 -1.26 -1.64 -0.79
H6 0.19 0.69 -1.85
H7 -0.62 0.35 1.37
H8 -0.73 2.79 1.28
H9 0.32 2.52 -0.11
H10 0.90 2.43 1.40


*b*
Below is a gas-phase ion, C4H10N (charge +1), with properties calculated with the ωB97M-V functional and the def2-TZVPD basis.

Summary:
- Frontier orbital gap: 12.744 eV
- Multiplicity: 1
- SMILES: C1CC[NH2+]C1
- Charge: +1

Atoms and positions in Å:
C1 0.11 0.23 1.25
C2 1.24 0.37 0.20
C3 0.69 -0.36 -1.03
N1 -0.79 -0.20 -0.95
C4 -1.19 -0.01 0.49
H1 0.34 -0.51 2.01
H2 0.07 1.14 1.84
H3 1.45 1.42 -0.03
H4 2.11 -0.16 0.57
H5 1.02 0.04 -1.98
H6 0.89 -1.42 -0.90
H7 -1.18 0.53 -1.54
H8 -1.18 -1.06 -1.34
H9 -1.83 0.87 0.56
H10 -1.74 -0.88 0.85


Which of them is the most stable, and which is the least stable? *b* and *a*, in that order.


*a*
Below is 2 unconnected molecules or ions with the total composition C2H2NO2, with properties calculated with the ωB97M-V functional and the def2-TZVPD basis.

Summary:
- Frontier orbital gap: 6.524 eV
- Multiplicity: 1
- Charge: -1

Atoms and positions in Å:
C1 -1.24 0.29 0.11
C2 1.49 -0.17 -0.17
N1 -0.33 1.00 -0.26
O1 1.04 -1.24 -0.26
O2 2.37 0.60 -0.07
H1 -2.26 0.51 0.51
H2 -1.06 -0.99 0.14


*b*
Below is 2 unconnected molecules or ions with the total composition C2H2NO2, with properties calculated with the ωB97M-V functional and the def2-TZVPD basis.

Summary:
- Frontier orbital gap (spin up / spin down): 7.922 / 6.587 eV
- Multiplicity: 1
- Charge: -1

Atoms and positions in Å:
C1 0.84 0.86 -0.34
C2 -1.15 -0.42 0.52
N1 -0.03 0.08 0.35
O1 -2.24 -0.55 0.85
O2 -0.10 -2.02 -0.04
H1 1.85 0.88 0.04
H2 0.83 1.17 -1.36


Which of them is the most stable, and which is the least stable? *a* and *b*, in that order.


*a*
Below is a single C22H24N4O3 molecule, with properties calculated with the ωB97M-V functional and the def2-TZVPD basis.

Summary:
- Frontier orbital gap: 8.246 eV
- Multiplicity: 1
- SMILES: COCCn1c(-c2ccc3ccccc3c2)nc2c1c(=O)[nH]c(=O)n2CC(C)C

Atoms and positions in Å:
C1 4.92 0.13 2.19
O1 3.71 0.84 2.33
C2 2.63 0.31 1.61
C3 2.67 0.67 0.12
N1 1.55 0.09 -0.56
C4 0.26 0.52 -0.65
C5 -0.22 1.83 -0.23
C6 0.45 3.02 -0.59
C7 -0.03 4.23 -0.19
C8 -1.20 4.33 0.60
C9 -1.71 5.57 1.03
C10 -2.85 5.63 1.78
C11 -3.54 4.45 2.12
C12 -3.07 3.23 1.71
C13 -1.89 3.14 0.94
C14 -1.38 1.90 0.51
N2 -0.55 -0.40 -1.16
C15 0.23 -1.47 -1.41
C16 1.55 -1.20 -1.04
C17 2.60 -2.15 -1.23
O2 3.78 -2.05 -0.94
N3 2.10 -3.30 -1.83
C18 0.81 -3.61 -2.24
O3 0.56 -4.64 -2.81
N4 -0.15 -2.65 -1.97
C19 -1.54 -2.89 -2.33
C20 -2.38 -3.49 -1.18
C21 -2.52 -2.52 -0.02
C22 -1.81 -4.82 -0.71
H1 4.79 -0.92 2.48
H2 5.30 0.17 1.16
H3 5.63 0.61 2.85
H4 1.73 0.73 2.06
H5 2.60 -0.79 1.71
H6 2.66 1.76 0.02
H7 3.57 0.27 -0.34
H8 1.32 2.96 -1.23
H9 0.48 5.14 -0.47
H10 -1.17 6.47 0.77
H11 -3.24 6.58 2.11
H12 -4.44 4.52 2.70
H13 -3.60 2.33 1.96
H14 -1.91 0.99 0.76
H15 2.77 -4.03 -2.03
H16 -1.53 -3.58 -3.17
H17 -1.96 -1.93 -2.63
H18 -3.37 -3.66 -1.61
H19 -3.23 -2.91 0.71
H20 -1.56 -2.38 0.48
H21 -2.86 -1.55 -0.36
H22 -2.49 -5.29 -0.01
H23 -1.65 -5.50 -1.55
H24 -0.85 -4.68 -0.21


*b*
Below is a single C22H24N4O3 molecule, with properties calculated with the ωB97M-V functional and the def2-TZVPD basis.

Summary:
- Frontier orbital gap: 8.590 eV
- Multiplicity: 1
- SMILES: CCc1ccc(NC(=O)CCCn2nc(CC)n3c(cc4occc43)c2=O)cc1

Atoms and positions in Å:
C1 0.97 -4.35 -2.65
C2 2.04 -3.27 -2.54
C3 1.89 -2.32 -1.38
C4 0.84 -2.38 -0.47
C5 0.74 -1.47 0.56
C6 1.69 -0.47 0.71
N1 1.63 0.51 1.72
C7 0.66 0.72 2.64
O1 -0.31 0.00 2.79
C8 0.88 1.95 3.51
C9 -0.42 2.75 3.64
C10 -0.69 3.58 2.38
N2 -0.75 2.74 1.20
N3 -1.82 1.92 1.15
C11 -1.93 1.04 0.24
C12 -3.07 0.08 0.24
C13 -3.84 0.12 1.55
N4 -1.00 0.94 -0.78
C14 0.11 1.79 -0.79
C15 0.91 1.53 -1.88
C16 0.27 0.48 -2.56
O2 0.42 -0.29 -3.65
C17 -0.65 -1.13 -3.65
C18 -1.49 -0.93 -2.59
C19 -0.90 0.13 -1.86
C20 0.30 2.72 0.31
O3 1.29 3.42 0.47
C21 2.75 -0.41 -0.19
C22 2.84 -1.32 -1.21
H1 -0.01 -3.90 -2.77
H2 1.17 -4.98 -3.51
H3 0.96 -4.98 -1.76
H4 3.02 -3.75 -2.46
H5 2.06 -2.68 -3.46
H6 0.08 -3.14 -0.56
H7 -0.08 -1.53 1.26
H8 2.36 1.21 1.65
H9 1.18 1.59 4.50
H10 1.68 2.58 3.11
H11 -0.37 3.42 4.49
H12 -1.24 2.05 3.79
H13 0.11 4.30 2.21
H14 -1.65 4.10 2.48
H15 -3.74 0.30 -0.60
H16 -2.66 -0.92 0.08
H17 -4.27 1.10 1.71
H18 -3.16 -0.09 2.38
H19 -4.64 -0.62 1.55
H20 1.82 2.04 -2.13
H21 -0.71 -1.83 -4.46
H22 -2.39 -1.46 -2.39
H23 3.50 0.37 -0.08
H24 3.67 -1.26 -1.91


Which of them is the most stable, and which is the least stable? *a* and *b*, in that order.